# C4H10S2

One molecule with the formula C4H10S2 in a non-equilibrium geometry (ωB97M-V/def2-TZVPD, the OMol25 dataset).

Each line ends with the Mulliken charge.
Atoms and positions in Å:
C1 3.1303 -0.0226 0.4922  -0.951
C2 1.7411 0.4255 1.0146  -0.549
S1 0.6205 0.4904 -0.4412  -0.119
S2 -0.6284 -1.1151 0.1495  -0.067
C3 -1.9956 -0.7791 -0.9603  -0.553
C4 -2.8893 0.3812 -0.5154  -0.893
H1 3.8989 0.2229 1.2377  0.326
H2 3.4041 0.7043 -0.2693  0.322
H3 3.0795 -1.0756 0.2559  0.274
H4 1.7928 1.4446 1.3830  0.320
H5 1.3823 -0.2842 1.7465  0.351
H6 -1.6395 -0.6454 -1.9843  0.327
H7 -2.5361 -1.7263 -1.0303  0.343
H8 -2.3257 1.0431 0.1343  0.288
H9 -3.6955 0.0081 0.1188  0.291
H10 -3.3394 0.9284 -1.3318  0.290

E_HOMO: -7.84 eV
energy relative to the best compared isomer or geometry (same formula, charge and spin): 15.6 kcal per mole
multiplicity: 1
E: -954.75879 Ha
total charge: 0
largest force on an atom: 2.1 eV/A